{"formula": "FH2O3PS", "method": "wB97M-V/def2-TZVPD", "symbols": ["O", "O", "O", "F", "P", "S", "H", "H"], "coordinates": [[-2.33147, 0.18857, 0.30378], [-0.45091, 0.28568, -1.33573], [-0.18355, -0.63709, 0.91492], [-0.41912, 1.73244, 0.66022], [1.54648, -1.02484, 0.37572], [-0.97150, 0.31961, -0.00034], [1.16187, -1.13303, -0.88686], [1.64819, 0.26866, -0.03172]], "lumo_energy_ev": -0.48, "energy_ev": -29015.142, "homo_lumo_gap_ev": 11.208, "homo_energy_ha": -0.42951, "smiles": "O=S(=O)(F)OP"}